Entry 1:
Molecular formula: C3HNO3S
Method: DFT, the ωB97M-V functional and the def2-TZVPD basis

As for the energy: -793.5894 Eh. As for the highest occupied orbital energy: -0.3897 Eh. The energy above the lowest of the compared OMol25 structures with the same formula, charge and spin is 22.75 kJ/mol.

Last column: Löwdin charge in e.
Cartesian coordinates (Å):
N: 1.64161 1.50892 0.41755  0.20
O: -1.38411 1.95016 -0.33027  0.02
O: 0.27058 -2.79390 0.85411  0.13
C: -0.65757 -2.36272 0.36562  -0.94
O: 1.40581 -0.49817 -0.69488  0.17
C: -1.93532 1.16053 -0.92395  -0.04
S: -1.87951 -1.79249 -0.29247  0.84
C: 1.35708 0.51783 -0.18982  -0.46
H: 1.18143 2.30985 0.79413  0.07

***

Entry 2:
Molecular formula: C46H122NNiO16
Method: DFT, the ωB97M-V functional and the def2-TZVPD basis

Its charge is +1. As for the energy: -4592.2383 Eh. As for the highest occupied orbital energy (spin up / spin down): -0.4024 / -0.3520 Eh. As for the multiplicity: 3. As for the expectation value of S²: 2.02.

Last column: Löwdin charge in e.
Cartesian coordinates (Å):
H: -6.18614 1.69177 -4.20336  0.08
C: 5.59282 0.77837 0.31635  -0.07
H: -6.10556 -2.07082 -5.12507  0.07
H: 0.67550 -3.92017 3.93997  0.08
H: -0.40773 -5.67571 -0.70544  0.03
O: 8.20038 -1.10360 -2.99232  -0.05
H: 7.22526 -1.58230 -4.65526  0.13
H: -2.15531 3.34259 -1.84940  0.05
C: 1.37328 -0.18446 -1.88249  -0.01
C: -0.17840 0.77683 0.66646  -0.15
H: 2.17246 2.11366 3.04790  0.07
C: 1.92240 2.09773 4.10872  -0.04
O: 0.02668 -2.89532 -1.54584  -0.07
C: -2.17800 2.55684 4.14745  -0.46
H: 5.63111 -1.56135 -1.97775  0.04
H: 6.41413 -2.94223 -2.40205  0.08
C: -0.42709 -1.10817 4.94591  -0.07
C: 0.02964 -6.47824 2.37664  -0.02
H: -2.33388 -2.00568 7.70907  0.08
H: 5.04281 -2.16724 -3.43166  0.07
H: 0.64030 -2.90534 2.51943  0.05
H: -1.29798 -4.81663 2.35462  0.13
H: -2.43322 5.01500 -3.69212  0.13
H: 1.16850 1.32610 4.26469  0.05
H: -4.13829 1.65937 4.47661  0.09
H: -0.89055 -2.96067 5.73669  0.13
H: 5.44094 0.35751 -4.00705  0.06
H: 3.36924 -1.23187 -0.30330  0.07
C: -2.03057 -1.39042 6.86198  -0.05
H: 0.94951 0.80591 -1.71610  0.07
H: -1.21427 -1.13991 4.19262  0.07
H: -7.46406 0.54992 0.04347  0.07
C: -2.07673 -6.41302 -1.16224  -0.09
H: 5.57380 0.06115 1.13693  0.09
H: -2.51342 -3.08079 -0.83319  0.08
H: -0.81363 2.07396 5.91931  0.06
H: 1.24337 4.08502 -3.00199  0.06
H: -1.13668 7.84151 0.33355  0.09
H: 0.83617 -0.69734 -2.68034  0.06
H: 6.57097 2.73044 -0.16373  0.14
C: 0.73243 -3.93939 2.85162  -0.03
H: -1.84672 -5.53719 -5.41611  0.10
H: -0.29435 -0.05950 5.21194  0.05
O: 1.25282 -3.55816 -4.41912  -0.12
H: 0.34354 5.47875 2.34529  0.09
C: 2.47953 3.50973 -1.00967  -0.03
Ni: 0.03052 -4.53383 -3.11527  0.42
C: -5.97477 0.90564 -3.47850  -0.04
H: -3.35942 -1.96126 0.31438  0.07
H: -4.71486 2.21097 2.16601  0.06
H: -0.04675 -6.71583 3.43768  0.08
C: -2.72593 3.07007 -2.73722  -0.04
H: -4.89112 0.90836 -3.36112  0.05
H: 3.62996 4.67623 -2.38664  0.14
H: 3.48651 1.71559 -2.72454  0.07
H: 6.04185 0.22898 -0.51108  0.05
H: 0.52263 -1.25244 7.36627  0.08
C: -1.14236 5.14671 0.24133  -0.06
H: 3.95713 2.33905 4.79222  0.12
H: 3.36695 3.30563 -0.41057  0.06
H: -3.73162 4.34068 -5.40354  0.08
H: -7.12247 2.21477 -0.08170  0.08
H: -0.74961 3.70693 5.20410  0.07
C: -2.00666 -4.45940 -5.38640  -0.08
H: 1.48226 3.05563 4.38588  0.07
H: 4.21971 0.11635 5.83315  0.08
H: -4.99588 1.02301 -0.34944  0.11
H: 4.43978 2.72854 -3.81528  0.09
H: -3.16284 2.59420 -5.22060  0.06
H: -0.90953 8.00368 2.03401  0.08
H: -2.04157 -2.97448 0.73478  0.08
C: -0.68302 7.34814 1.19312  -0.06
C: -2.89752 3.64965 -5.28163  -0.04
C: -2.40093 -2.32079 -0.05999  -0.01
O: -0.01870 -4.74848 0.76951  -0.12
H: 2.73525 -2.59517 -1.14512  0.07
H: 2.76969 -0.35504 4.92986  0.06
H: -1.42731 2.27637 3.40861  0.11
H: -2.38717 -7.31748 -1.68538  0.08
H: -0.67663 2.96887 -4.34288  0.09
H: -2.86983 0.82605 5.28767  0.05
H: -1.23710 -3.84598 -5.85499  0.08
H: 2.33897 -6.14513 -2.78127  0.11
O: -4.72263 2.23207 1.20627  -0.05
H: -2.33450 6.15426 1.68640  0.15
H: 6.95486 0.83712 -4.53152  0.09
C: -5.75962 -1.04037 -5.04404  -0.06
H: 6.57136 0.69827 -2.73341  0.07
C: 1.19300 -0.96270 -0.62093  -0.47
H: 3.50845 -5.06563 -1.14457  0.09
H: 0.40646 7.37819 1.20771  0.08
H: -6.50516 1.12605 -2.55210  0.06
C: 2.44902 -5.27199 -0.99250  -0.10
H: -5.93765 -0.50517 -5.97677  0.09
C: -5.43183 1.12986 0.64385  -0.46
O: -2.83915 3.75175 3.81464  -0.04
H: -1.79901 -0.42178 7.30492  0.08
O: 0.30909 -2.13044 7.04205  -0.04
H: -2.29203 0.40657 0.72054  0.11
H: 1.62758 -1.42802 -4.49668  0.08
H: -4.17803 -0.31806 1.77809  0.04
O: 2.55654 2.02358 6.41343  -0.04
C: -2.19225 3.97593 -3.91655  -0.44
C: 5.97740 -2.06537 -2.88005  -0.03
H: 8.86263 -0.60969 -3.48128  0.10
H: 1.31145 -2.21054 -5.96568  0.10
H: 1.70955 2.74893 -0.88161  0.05
H: -2.27637 3.71242 -6.17512  0.07
H: -0.27650 1.66022 0.03552  0.10
H: -1.44395 5.57478 -0.71465  0.09
H: -2.03156 3.14210 6.31060  0.08
C: 2.48248 -1.86105 -0.38008  -0.01
H: -1.38136 0.41841 -2.02645  0.06
H: -1.30722 -0.73719 1.61373  0.11
H: -7.35158 -1.76748 -2.63850  0.09
H: 5.54033 2.02089 2.72508  0.07
H: -7.54533 -0.43633 -4.12625  0.13
C: 5.63931 2.72254 1.89684  -0.04
H: 2.10014 -3.82286 -4.78462  0.12
C: -1.40024 2.87196 5.46411  -0.05
H: -2.95106 -5.76723 -1.24343  0.08
H: 1.05763 -6.77525 2.16900  0.08
O: 1.88806 -5.44828 -2.29889  -0.13
C: 1.17467 0.03356 0.57924  -0.11
H: 1.26571 -0.56800 1.48364  0.11
H: -1.73969 4.23566 0.27705  0.07
C: 4.07409 2.63110 -2.79309  -0.07
H: 2.07265 0.64840 0.64001  0.11
H: -2.72501 -3.82446 -3.75634  0.10
H: 7.81077 0.92954 0.58345  0.09
C: 1.05380 -2.25866 -4.90767  -0.12
H: 4.30978 0.08202 4.18243  0.06
H: 6.21381 3.59528 2.20729  0.08
C: 3.05681 1.79960 5.08636  -0.46
C: -1.28380 5.98726 1.44927  -0.50
H: -0.76236 -7.00891 1.84822  0.06
H: -0.07697 4.91819 0.21239  0.07
H: -3.76944 3.23849 -2.47109  0.08
H: -2.86873 -0.08278 -1.49856  0.08
H: 4.66292 3.14596 1.66123  0.06
O: -0.78978 3.88569 -4.08163  -0.05
C: -1.38512 -1.24553 -0.44953  -0.43
H: -5.79146 -0.36807 2.22641  0.08
O: -6.46766 -1.39973 -2.70966  -0.05
H: -2.99386 -4.08414 -5.65606  0.10
C: -0.80184 -1.95364 6.14427  -0.47
H: -2.91548 0.55436 3.61520  0.05
H: -2.68766 1.99248 -2.89676  0.04
H: -1.99824 -1.25561 -2.51568  0.08
O: 7.49650 1.60829 1.18524  -0.05
H: -0.22082 1.31576 1.61296  0.09
H: -7.27175 1.42970 1.59722  0.08
H: -2.88496 -1.37710 6.18525  0.08
H: 4.91595 2.56320 -2.10406  0.07
O: -0.80155 -5.85012 -1.56340  -0.15
C: -0.23064 -4.91329 2.15574  -0.41
N: 0.01993 -1.82093 -0.56123  0.01
C: -6.50044 -0.51154 -3.82520  -0.49
H: 4.57662 0.89148 -0.06131  0.05
C: -1.37909 -0.18724 0.67539  -0.12
H: -2.12968 4.33534 3.53591  0.05
H: 1.76269 -4.17263 2.58285  0.09
C: 3.13115 3.70839 -2.43735  -0.46
O: -1.83958 -4.07323 -4.03155  -0.16
C: 7.00165 -1.16147 -3.67495  -0.49
C: -1.89063 -0.50074 -1.73678  0.00
H: 2.30285 -6.16393 -0.38325  0.09
O: -0.59209 5.39854 2.54472  -0.05
H: -5.28203 -1.08846 0.60761  0.07
H: 2.06844 4.47461 -0.71279  0.06
H: 3.26039 2.25843 7.02257  0.09
C: 6.30189 2.07013 0.66070  -0.48
C: 6.49077 0.26308 -3.72952  -0.07
H: 0.55768 -1.35554 4.54948  0.06
H: -4.70330 -1.17311 -4.81022  0.07
H: 2.45841 -2.36892 0.58407  0.08
O: 2.01794 3.62191 -3.32935  -0.06
H: 2.04906 -4.47705 -0.36303  0.05
H: 0.08878 -3.82765 0.52023  0.05
C: -6.94084 1.35368 0.56145  -0.06
H: 2.42547 -0.15175 -2.16521  0.08
H: -2.04738 -6.68003 -0.10585  0.07
H: 0.00654 -1.96847 -4.82313  0.09
C: -3.10531 1.33429 4.35260  -0.03
C: -5.17251 -0.28254 1.33328  -0.04
C: 3.60106 0.34894 4.96638  -0.05

***

Entry 3:
Molecular formula: C19H20N6O4S
Method: DFT, the ωB97M-V functional and the def2-TZVPD basis

As for the energy: -1763.3552 Eh. As for the highest occupied orbital energy: -0.2798 Eh. The energy above the lowest of the compared OMol25 structures with the same formula, charge and spin is 902.12 kJ/mol.

Last column: Löwdin charge in e.
Cartesian coordinates (Å):
H: -3.44541 1.13331 3.07672  0.11
H: -0.84211 3.22485 -0.09363  0.14
H: -2.30533 2.11876 1.62682  0.12
H: -4.24843 -2.94944 4.36027  0.11
H: -1.81792 1.87910 -0.67682  0.12
C: -3.24152 0.05958 3.08632  0.00
O: -0.01586 -2.11953 -2.11870  -0.02
H: 0.88947 3.65450 -2.08798  0.10
N: -1.32573 0.28806 1.49269  0.01
H: -1.90986 1.30970 -2.44583  0.08
N: 0.81091 -2.86432 -1.53845  -0.38
C: -0.96546 0.83132 -2.71469  -0.03
C: -1.30536 1.78188 1.38524  -0.06
C: 1.51150 1.03298 -2.74359  -0.04
H: 2.39535 1.38900 -2.20244  0.10
H: 1.53971 -0.06503 -2.77618  0.09
H: 0.21387 3.13124 -3.63901  0.10
N: 3.84250 -2.64945 0.39207  0.09
O: 2.94362 1.95192 0.28494  -0.01
N: 0.49590 0.03698 0.12190  0.05
O: 4.72643 0.66317 0.76438  -0.02
C: 0.11013 3.04434 -2.55343  -0.04
N: 3.36051 0.80489 0.43752  -0.19
S: -0.65705 -2.20969 1.12891  1.26
C: -2.62542 -2.71742 2.98110  -0.07
C: -1.92026 -1.79559 2.23353  -0.45
H: -0.99517 -0.21214 -2.39158  0.07
C: 1.47456 -0.76875 -0.26521  -0.26
H: 2.71480 -4.18132 -0.35786  0.13
C: -0.52716 -0.51584 0.80820  -0.41
H: -4.80954 -0.51932 4.41932  0.11
C: 3.91776 -1.36192 0.51743  -0.32
H: 1.13643 -0.58427 -1.27293  0.09
C: 2.69913 -3.10677 -0.14361  -0.04
C: 0.23016 1.57530 -2.14822  -0.56
N: 5.08669 -0.70668 0.91849  0.15
C: -3.67298 -2.24401 3.77338  -0.08
H: -0.86413 3.45963 -2.28643  0.08
C: 1.56392 -2.32780 -0.45614  -0.19
H: 1.60116 1.37772 -3.77305  0.09
H: -0.61215 2.22436 2.10847  0.15
C: 0.25871 1.50164 -0.61102  -0.11
H: -2.32592 -3.77074 2.92800  0.12
C: -3.98881 -0.88539 3.81646  -0.06
C: -2.19208 -0.42775 2.31736  -0.22
H: 1.15467 2.00784 -0.24129  0.11
O: 0.94043 -4.08382 -1.80219  0.00
C: 2.86881 -0.40949 0.19387  0.00
H: -0.89671 0.85276 -3.80615  0.10
C: -0.97676 2.14167 -0.02697  -0.13